# 1
Computed, not measured: a cluster of 2 separate species, C14H9FO6 in total, with ωB97M-V/def2-TZVPD.

Cartesian coordinates (Å):
F 4.51 -2.73 0.73
O -5.04 1.15 -3.97
O -4.25 -0.18 -1.60
O 1.93 -4.17 1.22
O -0.73 2.90 -1.35
O -1.73 4.43 -3.51
O -0.88 0.89 0.99
C 3.88 -1.43 1.06
C -2.51 1.40 -1.47
C -4.10 1.54 -3.27
C -0.13 -0.15 1.36
C 1.52 -0.18 1.16
C 2.22 -1.52 1.22
C -2.32 3.36 -3.15
C -3.61 0.84 -2.01
C 4.42 -0.94 2.57
C 1.44 -2.95 1.47
C -0.09 -2.84 2.13
C -0.78 -1.51 2.08
C -3.41 2.79 -3.69
C -1.77 2.59 -1.95
H 5.47 -1.39 2.82
H -1.85 -1.39 2.58
H 4.17 -0.64 0.21
H 2.16 0.81 0.98
H -0.55 -3.79 2.62
H 4.36 0.23 2.55
H 3.62 -1.35 3.35
H -3.87 3.26 -4.55
H -2.09 0.96 -0.58

HOMO, eV: 0.39
Multiplicity: 1
Max |F|, eV/A: 8.954
Charge: -2

natural (NBO) population analysis, charges in e, atoms 1 to 2:
1 F -0.38
2 O -0.67

---

# 2
Computed, not measured: a structure of composition C5H8N, with ωB97M-V/def2-TZVPD.

Cartesian coordinates (Å):
N -0.49 0.05 1.16
C -1.08 -0.87 0.31
C -0.52 -1.37 1.54
C 0.38 -0.01 -0.04
C -0.80 -0.53 -1.08
C 0.92 1.74 -0.60
H 1.65 1.51 -1.49
H 1.24 2.11 0.25
H -0.51 -1.31 -1.85
H 1.30 -0.45 0.18
H 0.46 -1.92 1.50
H -0.08 2.21 -0.79
H -1.10 -1.48 2.45
H -1.41 0.31 -1.53

Relative energy (zero: lowest compared OMol25 entry of this formula, charge and spin), eV: 6.7134
HOMO, eV: -15.00
Multiplicity: 1
Max |F|, eV/A: 7.408
Charge: +1

natural (NBO) population analysis, charges in e, atoms 1 to 2:
1 N -0.27
2 C 0.39

---

# 3
Computed, not measured: a cluster of 14 separate species, C42H98N14O14 in total, with ωB97M-V/def2-TZVPD.

Cartesian coordinates (Å):
O -0.10 2.29 -0.14
O 0.31 -2.89 -0.78
O -4.49 -0.23 -3.66
O 5.81 3.80 0.70
O 4.72 -0.56 -0.76
O 0.68 4.31 -5.07
O 4.82 0.96 -5.51
O 0.76 4.01 5.29
O -4.70 -1.26 1.01
O -0.45 -3.61 3.77
O 2.53 -0.08 3.58
O -3.97 -0.74 5.09
O -3.81 5.36 -2.64
O -0.26 -1.12 -5.41
N -2.10 0.21 -4.97
N 0.70 -4.37 -2.36
N 1.27 -1.70 4.47
N 6.09 1.72 0.07
N 0.23 0.09 -0.82
N -5.69 -2.15 2.85
N 5.00 -2.13 0.89
N -2.85 4.00 -1.16
N 4.23 -0.39 -3.79
N -2.28 0.44 5.86
N 2.30 4.68 -3.55
N -1.04 -5.49 2.76
N -3.89 -1.19 -1.66
N -0.75 4.51 3.75
C 1.65 -1.72 2.11
C 0.02 -6.31 3.23
C -2.83 5.02 -2.00
C -1.49 -0.91 -5.39
C -1.17 4.61 2.31
C 0.68 -4.00 -1.10
C -2.44 -3.45 2.46
C -1.41 0.58 0.88
C 1.11 -5.03 -0.05
C 1.39 0.24 -1.64
C 1.34 6.56 -4.69
C -6.71 -2.92 3.63
C -0.34 1.09 -0.09
C 0.43 3.93 4.11
C 5.58 -1.20 1.88
C -1.77 0.82 4.51
C 1.42 5.06 -4.43
C -1.40 1.38 -4.43
C 4.22 -2.78 -1.37
C -1.21 -4.18 3.01
C 2.25 3.36 -2.98
C -2.43 -2.01 -5.86
C -4.67 -0.44 -2.42
C -3.99 3.18 -0.85
C 0.19 -3.66 -3.56
C 3.31 -1.28 -4.44
C -5.56 -2.02 1.48
C 7.51 1.88 -0.30
C 5.33 2.69 0.53
C -3.40 -0.24 6.02
C 1.89 -1.10 3.47
C -3.84 -0.39 7.45
C -1.50 5.80 -2.07
C 5.89 1.29 -3.37
C -5.92 0.13 -1.82
C 3.91 2.45 1.03
C 4.65 -1.73 -0.35
C 1.24 3.15 3.17
C 4.86 0.65 -4.30
C -2.73 -1.96 -2.06
C 1.33 -1.34 5.87
C -6.48 -2.75 0.52
H 6.48 0.56 -2.81
H 1.57 -5.91 -0.49
H 7.67 1.67 -1.36
H 1.48 3.33 -2.20
H -1.67 -6.03 2.18
H 0.97 -5.77 3.29
H 2.13 2.79 3.69
H -1.18 2.22 -5.09
H -3.13 0.18 8.05
H 3.78 -2.26 -4.55
H -1.12 -0.42 1.20
H -4.90 3.62 -1.25
H 1.50 3.76 2.30
H 3.19 3.07 -2.51
H 7.87 2.90 -0.17
H 3.20 5.11 -3.44
H -2.24 4.83 2.27
H -6.14 0.00 -0.76
H -2.90 -3.02 -1.87
H 1.93 -0.70 -1.77
H 2.09 0.90 -1.13
H 3.23 3.22 0.67
H -2.32 -3.08 1.44
H 4.30 -0.45 -2.78
H 0.06 -0.87 -0.55
H -6.12 -2.56 -0.49
H -2.14 0.20 3.69
H -2.69 -2.61 3.11
H -1.60 6.86 -1.83
H -4.02 3.23 0.24
H 5.32 1.92 -2.69
H -2.00 3.64 -0.75
H 3.10 -0.91 -5.45
H 0.34 -1.03 6.18
H -7.49 -2.36 0.57
H 4.05 -3.73 -0.85
H 1.83 -4.54 0.59
H 2.18 7.08 -4.24
H -0.68 5.35 -1.51
H -2.41 0.53 0.45
H 1.50 6.75 -5.75
H -6.47 -3.83 0.68
H -0.63 5.42 1.81
H -1.72 1.89 4.31
H 1.16 -5.26 -2.50
H 4.79 -3.06 1.22
H 5.29 -0.15 1.74
H -4.05 -1.27 -0.67
H 0.47 7.08 -4.29
H 1.90 -0.90 1.43
H 2.32 -1.22 -4.00
H 2.10 -0.58 6.01
H -7.68 -2.77 3.14
H 6.53 2.03 -3.86
H -4.82 0.05 7.65
H 5.30 -1.50 2.89
H -3.33 -4.08 2.53
H 3.88 2.62 2.11
H 2.29 -2.60 2.06
H 6.66 -1.22 1.77
H -0.56 -4.24 -4.10
H -1.87 -1.50 -1.57
H 0.77 -2.55 4.24
H -0.23 -6.58 4.26
H -2.09 -2.35 -6.84
H -2.51 -2.83 -5.15
H -1.48 1.25 1.73
H -3.90 -1.45 7.69
H 1.12 0.57 -2.64
H -5.91 1.20 -2.00
H -1.64 0.59 6.63
H -0.72 0.55 4.54
H 5.59 0.87 -0.17
H -4.01 2.16 -1.23
H -1.17 5.63 -3.09
H -2.61 -1.94 -3.15
H -3.46 -1.67 -6.01
H -3.11 0.26 -4.98
H -6.43 -3.96 3.74
H -0.42 1.11 -4.04
H 5.07 -2.94 -2.03
H -1.91 1.82 -3.56
H 0.62 -2.03 1.96
H -5.01 -1.58 3.34
H 3.50 1.49 0.73
H -1.15 5.18 4.40
H 0.17 -7.18 2.60
H 2.03 2.60 -3.73
H -6.75 -0.27 -2.41
H -6.82 -2.59 4.66
H -0.33 -2.74 -3.27
H 1.00 -3.34 -4.21
H 1.76 -2.16 6.45
H 3.27 -2.59 -1.86
H 8.26 1.39 0.33
H 0.61 2.29 2.96
H -0.99 3.77 1.64
H 0.28 -5.27 0.62

Relative energy (zero: lowest compared OMol25 entry of this formula, charge and spin), eV: 0.0000
HOMO (spin up / spin down), eV: -10.34 / -10.34
Multiplicity: 2
Max |F|, eV/A: 4.777
Charge: +1

Löwdin population analysis, charges in e, atoms 1 to 2:
1 O 0.02
2 O 0.02

---

# 4
Computed, not measured: an isolated molecule of C5H8O2, with ωB97M-V/def2-TZVPD.

Cartesian coordinates (Å):
O 0.90 -0.52 1.53
O -0.97 -0.41 -1.60
C -0.32 -1.08 -0.53
C -0.97 0.71 0.48
C 1.51 0.78 -0.39
C -1.61 -0.42 -0.33
C 0.41 -0.01 0.30
H -1.08 1.70 0.05
H 2.41 0.17 -0.48
H -1.26 0.71 1.54
H 1.18 1.09 -1.38
H -0.06 -2.12 -0.68
H -2.61 -0.83 -0.28
H 0.74 -1.47 1.57
H 1.75 1.67 0.20

SMILES: C[C@@]1(O)C[C@H]2O[C@H]21
Relative energy (zero: lowest compared OMol25 entry of this formula, charge and spin), eV: 2.3237
HOMO, eV: -10.07
Multiplicity: 1
Max |F|, eV/A: 0.385

natural (NBO) population analysis, charges in e, atoms 1 to 2:
1 O -0.72
2 O -0.48

---

# 5
Computed, not measured: an isolated molecule of C4H5NO2, with ωB97M-V/def2-TZVPD.

Cartesian coordinates (Å):
O 1.95 1.20 -1.60
O -2.36 0.22 1.59
N 0.88 -0.04 -0.01
C 1.45 1.11 -0.50
C -1.56 0.30 0.70
C 0.15 -1.11 -0.59
C -0.27 -0.46 0.72
H 1.48 1.92 0.25
H -1.75 0.91 -0.22
H -0.08 -0.97 1.67
H 0.61 -2.09 -0.57
H -0.46 -0.90 -1.47

SMILES: O=C[C@H]1CN1C=O
Relative energy (zero: lowest compared OMol25 entry of this formula, charge and spin), eV: 1.9821
HOMO, eV: -10.15
Multiplicity: 1
Max |F|, eV/A: 0.592

natural (NBO) population analysis, charges in e, atoms 1 to 2:
1 O -0.56
2 O -0.49

---

# 6
Computed, not measured: an isolated molecule of C4H8N2, with ωB97M-V/def2-TZVPD.

Cartesian coordinates (Å):
N -0.56 0.30 -0.64
N -2.51 -0.83 0.12
C -1.94 0.20 -0.36
C 0.18 1.24 0.21
C 0.43 -0.21 0.33
C 1.74 -0.76 -0.24
H -0.31 1.77 1.04
H -2.59 1.11 -0.54
H 1.76 -1.73 -0.82
H -1.86 -1.57 0.34
H 2.18 0.02 -0.97
H 0.07 -0.70 1.29
H 0.93 1.92 -0.27
H 2.49 -0.78 0.51

SMILES: [H]/N=C\N1C[C@@H]1C
Relative energy (zero: lowest compared OMol25 entry of this formula, charge and spin), eV: 1.7881
HOMO, eV: -9.55
Multiplicity: 1
Max |F|, eV/A: 2.512

natural (NBO) population analysis, charges in e, atoms 1 to 2:
1 N -0.43
2 N -0.66